{
  "formula": "C4H9NO2",
  "method": "the ωB97M-V functional and the def2-TZVPD basis",
  "e_above_lowest_kj_mol": 491.2,
  "elements": ["C", "C", "N", "C", "O", "O", "C", "H", "H", "H", "H", "H", "H", "H", "H", "H"],
  "coordinates": [[-2.36338, 0.70869, 0.85713], [-1.87930, -0.60618, 0.28394], [0.12550, -0.09089, -1.12055], [0.88124, 0.32676, -0.11824], [0.86022, 0.44153, 1.08132], [1.94983, 0.63642, -0.97848], [3.05283, -0.26506, -0.83128], [-2.84878, 1.32858, 0.09663], [-3.09218, 0.51624, 1.65333], [-1.52773, 1.26404, 1.29159], [-1.28991, -1.19579, 0.98720], [-2.66713, -1.21386, -0.17468], [-1.18850, -0.41055, -0.60913], [3.76648, -0.00507, -1.61339], [3.50240, -0.13574, 0.15755], [2.71840, -1.29911, -0.96294]]
}

---

{
  "formula": "C4H9NO2",
  "method": "the ωB97M-V functional and the def2-TZVPD basis",
  "e_above_lowest_kj_mol": 685.1,
  "elements": ["C", "C", "C", "C", "O", "O", "N", "H", "H", "H", "H", "H", "H", "H", "H", "H"],
  "coordinates": [[-0.89428, 1.37370, -1.26399], [-1.17867, -1.44416, 1.05056], [1.46598, 0.30893, -1.03921], [-0.67971, -0.19361, 0.41715], [-1.40774, 0.34598, -0.52453], [1.24786, -0.35854, 1.57406], [0.52056, 0.37057, 0.59440], [1.75093, 0.33097, 2.02328], [-1.59324, 1.66029, -2.03742], [-0.39432, 2.15454, -0.70867], [-0.54269, -2.29377, 0.78360], [-1.16781, -1.36542, 2.13915], [-2.19418, -1.63534, 0.70788], [1.01880, -0.22462, -1.86876], [2.19993, -0.31312, -0.53644], [1.84859, 1.28360, -1.31107]]
}

---

{
  "formula": "C4H9NO2",
  "method": "the ωB97M-V functional and the def2-TZVPD basis",
  "e_above_lowest_kj_mol": 176.3,
  "smiles": "C=C(N)O[C@@H](C)O",
  "elements": ["C", "C", "O", "C", "C", "O", "N", "H", "H", "H", "H", "H", "H", "H", "H", "H"],
  "coordinates": [[-0.36271, 0.83682, -1.94912], [-1.25490, 0.52469, -0.74583], [-1.63852, -0.80234, -0.70215], [1.11070, -0.50701, 0.54704], [0.12960, 0.16753, 1.16672], [-0.69996, 1.02072, 0.51513], [-0.19271, 0.01250, 2.50811], [0.29035, -0.00522, -2.20869], [0.25670, 1.71341, -1.74844], [-0.99330, 1.02999, -2.82252], [-2.18254, 1.09162, -0.79344], [-0.84345, -1.35542, -0.76591], [1.63206, -1.30635, 1.05286], [1.43711, -0.19764, -0.43384], [-0.67075, 0.79477, 2.93420], [0.57784, -0.31894, 3.07214]]
}

---

{
  "formula": "C4H9NO2",
  "method": "the ωB97M-V functional and the def2-TZVPD basis",
  "e_above_lowest_kj_mol": 234.7,
  "smiles": "N[C@]1(O)C[C@H]1CO",
  "elements": ["N", "C", "O", "C", "C", "C", "O", "H", "H", "H", "H", "H", "H", "H", "H", "H"],
  "coordinates": [[-1.26937, 1.86281, 0.56520], [-0.55450, 0.92004, -0.20494], [-0.03512, 1.34625, -1.44308], [-1.10906, -0.45708, -0.18692], [0.19675, -0.19352, 0.52823], [1.36456, -0.99554, 0.01192], [1.04433, -2.35309, 0.29578], [-0.90926, 2.78337, 0.76376], [-2.26771, 1.72818, 0.70108], [-1.99464, -0.68959, 0.39755], [-1.00735, -1.00108, -1.12247], [0.87583, 1.62469, -1.28468], [0.13633, -0.12369, 1.61227], [1.48019, -0.83367, -1.07363], [2.30933, -0.70485, 0.50606], [1.73969, -2.91322, -0.06611]]
}

---

{
  "formula": "C4H9NO2",
  "method": "the ωB97M-V functional and the def2-TZVPD basis",
  "e_above_lowest_kj_mol": 70.0,
  "smiles": "CC(N)=O.CC=O",
  "elements": ["N", "C", "O", "C", "C", "C", "O", "H", "H", "H", "H", "H", "H", "H", "H", "H"],
  "coordinates": [[1.27242, 0.51037, 1.27940], [1.63091, -0.75763, 0.93589], [2.16643, -1.52743, 1.71517], [1.29178, -1.16168, -0.48865], [-2.00562, 0.22070, -0.14842], [-1.44218, 1.29586, -1.03059], [-0.39135, 1.87135, -0.84062], [1.52727, 0.83127, 2.20103], [0.85474, 1.15571, 0.61928], [2.18349, -1.59491, -0.94804], [0.52606, -1.94381, -0.45952], [-2.19827, -0.68080, -0.74234], [-1.32514, -0.00801, 0.67512], [-2.05535, 1.56460, -1.91407], [-2.97303, 0.55270, 0.24746], [0.93783, -0.32830, -1.10108]]
}

---

{
  "formula": "C4H9NO2",
  "method": "the ωB97M-V functional and the def2-TZVPD basis",
  "e_above_lowest_kj_mol": 272.1,
  "elements": ["C", "C", "O", "C", "N", "C", "O", "H", "H", "H", "H", "H", "H", "H", "H", "H"],
  "coordinates": [[0.59467, 0.86917, 2.00325], [0.16090, 0.77891, 0.55204], [1.33719, 0.77560, -0.23651], [-0.65616, -0.49432, 0.29476], [-0.92527, -0.67913, -1.11334], [-0.16160, -1.26722, -1.98809], [-0.66434, -1.09692, -3.15266], [-0.27076, 0.85393, 2.67372], [1.15502, 1.79161, 2.17542], [1.24645, 0.02480, 2.25203], [-0.46229, 1.65079, 0.29731], [1.07032, 0.89984, -1.15624], [-0.09403, -1.35496, 0.68265], [-1.60650, -0.44380, 0.83627], [-1.47949, -0.48123, -2.31654], [0.75589, -1.82707, -1.80408]]
}

---

{
  "formula": "C4H9NO2",
  "method": "the ωB97M-V functional and the def2-TZVPD basis",
  "e_above_lowest_kj_mol": 303.4,
  "smiles": "CCNC(=O)OC",
  "elements": ["C", "C", "N", "C", "O", "O", "C", "H", "H", "H", "H", "H", "H", "H", "H", "H"],
  "coordinates": [[-0.72246, 0.08141, 2.49140], [0.51111, 0.49247, 1.66012], [0.78139, -0.42542, 0.20219], [-0.24629, -0.23411, -0.75388], [-1.10103, 0.61375, -0.65478], [-0.10807, -1.00539, -1.88350], [0.31667, -0.30065, -3.05805], [-0.63053, -0.89533, 2.99280], [-0.89456, 0.81629, 3.29553], [-1.61070, 0.07711, 1.85949], [0.43286, 1.48161, 1.25377], [1.41805, 0.39233, 2.29555], [0.69824, -0.98471, 1.01372], [0.30080, -1.00607, -3.89417], [-0.33248, 0.55090, -3.28801], [1.34589, 0.04618, -2.91616]]
}

---

{
  "formula": "C4H9NO2",
  "method": "the ωB97M-V functional and the def2-TZVPD basis",
  "e_above_lowest_kj_mol": 260.3,
  "smiles": "NC(=O)CCCO",
  "elements": ["N", "C", "O", "C", "C", "C", "O", "H", "H", "H", "H", "H", "H", "H", "H", "H"],
  "coordinates": [[1.48570, 0.51330, 1.15508], [1.30484, -0.74246, 0.73695], [2.21520, -1.59229, 0.72875], [0.10761, -1.28980, 0.08244], [-1.18634, -0.51317, -0.23033], [-1.04219, 0.81655, -0.94230], [-0.66916, 1.83822, -0.01126], [2.43072, 0.83403, 1.29096], [0.76461, 1.19767, 0.98164], [1.15636, -1.86212, -0.46186], [-0.16252, -2.18481, 0.64105], [-1.80258, -1.16503, -0.85776], [-1.78880, -0.32198, 0.67856], [-0.29265, 0.71839, -1.73714], [-1.99669, 1.10269, -1.39902], [-0.49188, 2.64264, -0.51580]]
}

---

{
  "formula": "C4H9NO2",
  "method": "the ωB97M-V functional and the def2-TZVPD basis",
  "e_above_lowest_kj_mol": 752.2,
  "elements": ["C", "C", "N", "C", "C", "O", "O", "H", "H", "H", "H", "H", "H", "H", "H", "H"],
  "coordinates": [[1.85089, 1.35738, -1.39504], [-1.87783, -1.85838, 0.69497], [0.13796, -0.76440, -0.51581], [0.13393, 0.25705, 0.31781], [-0.01554, 0.93509, 1.42666], [1.78630, 0.39263, -0.36621], [-1.58572, -0.71825, -0.08902], [0.01263, -0.50760, -1.49492], [2.76666, 1.94572, -1.26314], [1.87696, 0.88724, -2.38646], [1.01316, 2.07029, -1.37655], [-2.90062, -1.75588, 1.07607], [-1.82307, -2.77340, 0.09518], [-1.19932, -1.95331, 1.55088], [-0.96701, 0.92819, 1.93846], [0.79063, 1.55762, 1.78712]]
}

---

{
  "formula": "C4H9NO2",
  "method": "the ωB97M-V functional and the def2-TZVPD basis",
  "e_above_lowest_kj_mol": 257.6,
  "smiles": "C/N=C/CO.C=O",
  "elements": ["C", "N", "C", "O", "C", "C", "O", "H", "H", "H", "H", "H", "H", "H", "H", "H"],
  "coordinates": [[-1.76481, 0.99439, 1.21104], [-0.52648, 0.97882, 0.46244], [0.40421, 0.20680, 0.83161], [-0.20352, -2.30534, -0.62197], [-0.15759, -1.80396, -1.72064], [1.69380, 0.21411, 0.05323], [1.57879, 0.98710, -1.11267], [-1.94820, 2.00993, 1.57746], [-2.59262, 0.73397, 0.54358], [-1.76762, 0.30052, 2.06488], [0.32906, -0.46350, 1.69817], [-0.44749, -2.37300, -2.62561], [0.18431, -0.76415, -1.87687], [2.49772, 0.59276, 0.70640], [1.95434, -0.81896, -0.20997], [0.76610, 1.51052, -0.98109]]
}

---

{
  "formula": "C4H9NO2",
  "method": "the ωB97M-V functional and the def2-TZVPD basis",
  "e_above_lowest_kj_mol": 54.5,
  "smiles": "NC(=O)CCCO",
  "elements": ["N", "C", "O", "C", "C", "C", "O", "H", "H", "H", "H", "H", "H", "H", "H", "H"],
  "coordinates": [[2.11400, -0.46229, 1.78219], [1.13580, -1.04600, 1.03459], [0.67426, -2.13896, 1.31656], [0.62691, -0.24815, -0.15343], [-0.86132, 0.03793, 0.05916], [-1.58088, 0.51195, -1.18734], [-0.93273, 1.67475, -1.67205], [2.36996, -0.91675, 2.64615], [2.41554, 0.48507, 1.62694], [1.18986, 0.67605, -0.31566], [0.75914, -0.87249, -1.04403], [-1.33276, -0.88764, 0.41092], [-0.97990, 0.79238, 0.84690], [-1.57510, -0.28904, -1.94441], [-2.63198, 0.72206, -0.93515], [-1.39079, 1.96112, -2.47136]]
}

---

{
  "formula": "C4H9NO2",
  "method": "the ωB97M-V functional and the def2-TZVPD basis",
  "e_above_lowest_kj_mol": 60.0,
  "smiles": "NC(=O)CCCO",
  "elements": ["N", "C", "O", "C", "C", "C", "O", "H", "H", "H", "H", "H", "H", "H", "H", "H"],
  "coordinates": [[-1.08160, 1.59428, 0.44375], [-0.93959, 1.24202, -0.86248], [-1.28553, 1.96084, -1.78528], [-0.30548, -0.12745, -1.11178], [1.03625, -0.32656, -0.38403], [0.96335, -1.17175, 0.88970], [-0.12859, -0.81327, 1.73285], [-1.42454, 2.52203, 0.64074], [-0.73283, 1.00296, 1.19032], [-1.02301, -0.92344, -0.85370], [-0.16239, -0.17532, -2.19359], [1.74676, -0.82759, -1.04915], [1.46729, 0.65505, -0.15194], [0.93281, -2.24078, 0.62897], [1.87993, -1.03379, 1.47652], [-0.92946, -1.23302, 1.39007]]
}